Here is a cluster of 2 separate species, C10H16N2O6 in total in a non-equilibrium geometry from the Open Molecules 2025 dataset. Energies are from ωB97M-V/def2-TZVPD.

Geometry (Å):
H1 -0.99207 0.87131 1.20750
C1 -3.67535 -0.32592 -1.63114
O1 5.25781 -3.19533 -0.27891
H2 1.53450 -2.19971 0.04034
H3 -4.42002 0.48043 -1.60754
C2 -3.22814 -0.37207 0.81784
H4 1.06162 1.44402 -1.10822
O2 4.36929 -1.32924 0.59947
O3 1.26588 2.36448 0.72523
C3 0.75337 1.27087 -0.07383
H5 -0.94713 -0.04249 -1.73547
C4 1.02126 -1.33771 -0.34938
H6 -2.55881 -0.38018 1.69877
H7 2.27093 -1.06190 2.12151
H8 -4.19490 -1.29173 -1.64588
H9 -1.27591 1.90797 -0.27679
C5 1.66164 -0.09137 0.36799
O4 1.74166 4.54009 0.35026
H10 -4.30041 -0.47019 1.00579
C6 -0.74145 1.03468 0.13708
H11 -3.08046 -0.21910 -2.53894
H12 1.28470 -1.26702 -1.40371
O5 0.51708 3.46868 -1.17430
C7 -1.22095 -0.19822 -0.66261
H13 -0.82190 -2.36652 -0.63137
N1 1.16288 3.58353 -0.11326
H14 0.67640 -0.30242 2.27701
H15 -0.65220 -1.56954 0.93144
O6 2.55976 0.52248 -0.33895
C8 -0.46379 -1.46168 -0.13576
C9 1.69031 -0.16520 1.87801
N2 4.38749 -2.31629 -0.27686
H16 2.12217 0.77366 2.25808
C10 -2.76527 -0.29839 -0.43342

Values from the calculation:
Energy relative to the best compared isomer or geometry (same formula, charge and spin) ... 33.7 kcal/mol
Frontier orbital gap (spin up / spin down) ... 8.455 / 5.961 eV
E_LUMO (spin up / spin down) ... -1.08 / -3.19 eV
E ... -25882.9781 eV